1.
# C22H31HfIN7OS

A structure of composition C22H31HfIN7OS (wB97M-V/def2-TZVPD, OMol25).

The geometry in XYZ format:
```
64
Properties=species:S:1:pos:R:3
N 4.074 2.204 -0.390
H 3.662 3.176 -2.210
H 3.634 5.104 0.855
H 2.972 -1.336 -1.528
H -2.454 -3.821 -1.934
H 5.105 3.234 1.112
C -2.019 2.836 0.874
C -1.648 -2.024 -1.095
C 1.579 -1.921 3.352
H 1.900 4.927 1.155
N -1.894 -0.830 -0.481
I 3.024 -3.009 4.319
H -1.594 0.600 -2.557
C -3.187 -0.473 -0.283
H -0.744 1.888 2.336
C 1.970 -3.192 -1.921
H 1.337 2.958 -1.828
C 1.691 -1.219 2.165
C -0.242 -2.292 -1.386
H -3.352 0.493 0.170
C 0.259 -1.719 3.744
H -1.301 -0.663 2.837
C -1.798 2.165 2.210
H 4.470 1.658 1.604
H -2.862 2.489 -1.615
H -1.432 3.541 -1.631
H 4.639 4.105 -1.064
N 0.528 -0.603 1.837
C 0.763 -1.335 -1.215
C -1.775 2.511 -1.540
H -1.293 1.996 -3.561
C 2.041 -1.881 -1.545
N 3.054 3.213 1.546
H -2.035 2.862 3.013
H -1.561 3.825 0.843
C 4.259 2.556 1.021
H 2.842 1.041 -1.586
O -1.403 2.040 -0.198
C -2.681 -2.880 -1.451
H -3.076 2.938 0.631
N 1.663 1.872 0.001
H -0.275 -2.083 4.609
C -4.248 -1.271 -0.623
H 0.574 3.674 -0.371
H 1.041 2.791 1.839
H 3.199 0.376 0.028
H 2.172 1.425 2.047
C 1.952 2.317 1.463
H -0.046 1.511 -2.459
C 2.788 4.425 0.767
H -4.804 -3.166 -1.488
H -5.259 -0.936 -0.439
C 3.796 3.424 -1.157
C -3.989 -2.509 -1.210
C 1.471 3.202 -0.773
N 2.586 4.077 -0.641
S 0.382 -3.797 -1.891
C 2.987 1.290 -0.531
N -0.333 -0.944 2.837
H 2.777 -3.841 -2.228
H -2.436 1.290 2.338
C -1.143 1.593 -2.558
Hf 0.032 0.328 -0.108
H 2.553 -1.148 1.520
```

Strongest force on any atom = 1.0 eV Å⁻¹
ΔE to the lowest compared entry with this formula, charge and spin = 0.0 kcal per mole
Total charge = +3
HOMO = -16.86 eV
E_LUMO = -10.015 eV

2.
# C22H31IrN3O2S2Si2

A structure of composition C22H31IrN3O2S2Si2 (wB97M-V/def2-TZVPD, OMol25).

The geometry in XYZ format:
```
63
Properties=species:S:1:pos:R:3
H 2.502 -3.174 -2.424
H -2.926 -1.677 -1.331
C 0.441 -1.627 -0.966
Ir 0.368 0.329 -0.182
C -0.886 -3.305 -3.270
H -0.590 -4.732 -0.718
H 1.639 -1.406 2.065
H 0.907 -1.030 -4.258
H -1.522 -2.993 2.281
C 4.077 -1.716 -2.137
C -1.433 -2.392 1.372
H -0.585 -0.108 -4.460
S -0.657 2.830 -2.696
Si -0.723 -1.629 -2.481
N 2.209 -0.260 -0.801
H -1.514 -3.220 -4.160
C 0.117 -0.498 -3.721
O 0.176 0.676 1.693
H 0.153 -5.209 0.807
C -0.860 2.672 6.216
H -1.347 -4.040 -2.609
H 4.829 -2.287 -2.665
H -3.009 -0.755 -2.830
N -0.458 2.227 -0.097
H -1.650 4.565 5.555
Si 0.200 -2.756 0.554
C -1.829 5.195 -2.180
H -2.723 5.815 -2.224
H -2.875 3.578 -3.174
C 3.442 0.242 -0.917
N -0.710 2.713 1.198
C 1.869 -1.449 -1.317
H -1.003 2.886 7.267
C -0.130 1.164 4.490
H -0.019 0.723 6.568
H -0.952 5.820 -2.343
H -1.330 4.040 3.165
H 1.516 -3.077 2.612
H -1.525 -1.344 1.662
H -1.663 4.386 -4.188
O 0.409 -0.048 4.223
H 2.586 -2.664 1.274
C -1.899 4.060 -3.177
H -2.279 -2.644 0.730
C 4.408 -0.477 -1.584
C -0.349 1.854 2.075
H 1.171 -4.765 -0.561
H 3.635 1.206 -0.465
H 0.477 -0.160 3.264
H 5.407 -0.075 -1.670
H 0.084 -3.697 -3.587
C -2.387 -0.962 -1.956
H 0.589 0.360 -3.237
C 1.616 -2.443 1.728
C 2.791 -2.219 -2.010
C -1.231 3.615 5.257
C -0.503 2.100 3.515
C -1.052 3.324 3.925
S -1.734 4.491 -0.511
H -2.297 -0.033 -1.386
C 0.240 -4.525 -0.041
C -0.896 3.058 -1.004
C -0.315 1.465 5.839
```

Strongest force on any atom = 1.2 eV Å⁻¹
ΔE to the lowest compared entry with this formula, charge and spin = 3.4 kcal per mole
Total charge = +1
HOMO = -10.69 eV
E_LUMO = -4.050 eV

3.
# C22H31N3OS

A structure of composition C22H31N3OS (wB97M-V/def2-TZVPD, OMol25).

The geometry in XYZ format:
```
58
Properties=species:S:1:pos:R:3
C 3.950 -2.527 -3.429
H 5.608 -1.030 -3.583
C -1.630 -0.251 1.388
H -0.777 -1.965 2.094
C 6.281 -3.095 -2.568
N -1.234 1.018 1.248
C -3.291 3.820 0.809
H -1.232 -0.799 -0.537
H -0.766 1.502 3.125
C -3.362 0.125 -0.648
C -1.404 1.769 2.358
C -2.327 -0.717 -0.057
C 1.616 -1.908 1.301
C -4.884 1.967 1.465
S 1.877 -2.005 -1.492
H 7.400 -2.778 -2.493
N 0.599 -0.934 1.063
H 1.182 -2.861 1.564
H -6.632 2.095 0.319
C 3.616 -2.349 -1.914
C 1.154 0.465 0.872
H 3.716 -3.466 -3.682
C 5.894 -2.424 -1.186
H 3.390 -1.678 -4.137
C -5.629 2.566 0.507
H 1.995 0.436 0.328
H -3.016 0.888 -0.885
H 6.404 -2.821 -0.527
H -0.822 2.880 2.207
H 0.325 2.480 0.264
C 0.017 1.370 0.300
H -0.194 -0.678 2.771
C 4.468 -2.267 -0.750
H -3.756 4.885 -0.864
H -3.174 1.556 3.236
H -0.377 0.909 -0.838
C -5.207 3.530 -0.317
C -3.714 2.689 1.769
H 5.948 -3.908 -2.541
C 2.685 -1.917 0.213
H -2.257 4.180 0.929
H 1.447 0.808 2.034
H -4.063 0.169 -0.021
H -5.236 1.569 2.186
C -2.693 2.208 2.645
H 2.340 -1.462 2.249
H -2.641 -0.229 2.137
H -5.936 3.962 -1.358
H 6.361 -1.562 -0.972
C -0.561 -1.106 1.685
N 3.908 -2.251 0.341
H 5.850 -2.561 -4.506
H -3.823 -1.443 -1.896
H -2.621 -1.742 0.260
H -2.768 3.337 3.474
C 5.570 -2.076 -3.574
O -3.656 -0.491 -1.941
C -3.915 4.121 -0.424
```

Strongest force on any atom = 19.3 eV Å⁻¹
ΔE to the lowest compared entry with this formula, charge and spin = 481.1 kcal per mole
HOMO = -7.63 eV
E_LUMO = 0.438 eV

4.
# C22H31N3OS

An isolated molecule of C22H31N3OS (wB97M-V/def2-TZVPD, OMol25).

The geometry in XYZ format:
```
58
Properties=species:S:1:pos:R:3
H -5.279 2.363 -4.094
H 2.576 -2.664 1.290
H 0.672 1.426 -1.380
H 0.428 1.035 2.617
C 2.514 0.664 -0.571
H -0.297 -0.422 7.187
C 0.232 -0.619 -3.246
H 3.130 1.098 1.860
C 1.265 -1.245 0.344
H 3.833 -3.545 -0.550
H 3.475 -1.746 3.677
N 1.914 0.035 0.588
C 0.631 -0.972 5.342
H 3.407 0.137 -0.942
H 2.249 -2.319 5.720
H 0.614 -1.410 1.215
H 2.822 1.673 -0.279
C -0.129 -1.315 6.587
O 2.914 -2.605 -2.054
C 0.131 -0.026 4.453
C 2.778 0.065 1.755
C -4.243 1.065 -1.972
C -2.550 2.098 -3.509
H 4.032 -1.789 -0.522
H -2.957 4.166 -3.268
H -5.367 3.996 -3.426
H -3.306 3.543 -4.879
C 0.822 0.302 3.304
H 1.482 -3.358 0.102
H 3.669 -0.575 1.641
N -2.025 0.081 -2.544
H 0.412 -2.041 7.188
H -0.521 -0.466 -0.577
C 3.307 -2.597 -0.711
C 2.533 -1.259 3.888
H -0.072 -2.092 -1.124
H -1.103 -1.732 6.333
H 0.888 -0.337 -4.075
C -2.928 1.087 -2.677
C 2.152 -2.517 0.294
C -4.812 3.057 -3.392
C 1.496 0.767 -1.700
C -3.362 3.307 -3.814
H -5.902 2.403 -1.645
H 1.968 1.200 -2.585
H -4.100 0.709 -0.950
H -4.322 3.111 -1.300
H 2.326 -1.836 -2.194
H -4.902 0.352 -2.476
H -0.810 0.459 4.671
N 1.015 -0.565 -2.019
C -0.964 0.273 -3.239
S -0.973 1.778 -4.153
C 2.033 -0.313 3.006
C 1.841 -1.581 5.044
H -0.091 -1.655 -3.386
C 0.325 -1.110 -0.862
C -4.867 2.460 -1.987
```

SMILES = Cc1ccc(CN2CCN(Cc3nc4c(s3)CCCC4)C[C@H]2CCO)cc1
Strongest force on any atom = 1.0 eV Å⁻¹
ΔE to the lowest compared entry with this formula, charge and spin = 0.0 kcal per mole
HOMO = -8.40 eV
E_LUMO = 0.647 eV

Which of these has the highest E_LUMO? number 4

Number 2 is which compound? C22H31IrN3O2S2Si2

Among the records above, which one has the lowest HOMO? C22H31HfIN7OS